Molecular formula: C3H8NO
Method: DFT, ωB97M-V with the def2-TZVPD basis set

Energy relative to the best compared isomer or geometry (same formula, charge and spin) = 166.1 kJ/mol
<S²> = 0.754
Kohn-Sham gap (alpha / beta) = 0.397 / 0.347 Eh

Geometry as ORCA input:
```
! RIJCOSX wB97M-V def2-TZVPD def2/J DEFGRID3
* xyz 2 2
C 0.390 -0.796 -2.499
N -0.275 -0.303 -1.499
H 0.330 -0.224 -3.422
H 0.456 -1.888 -2.557
H -0.020 -0.354 -0.503
H -0.862 0.512 -1.687
C -0.724 -0.289 1.644
C 0.444 0.459 1.864
O 0.710 1.512 1.153
H -0.705 -1.377 1.703
H -1.704 0.181 1.555
H 1.231 0.210 2.588
H 0.728 2.357 1.659
*
```

Results of the Löwdin charge analysis, in e, for atoms 1 through 6:
1. C 0.234
2. N 0.187
3. H 0.141
4. H 0.153
5. H 0.101
6. H 0.164

=====

Molecular formula: C29H34AlAsN3O2S
Method: DFT, ωB97M-V with the def2-TZVPD basis set

Kohn-Sham gap = 0.308 Eh

Geometry as ORCA input:
```
! RIJCOSX wB97M-V def2-TZVPD def2/J DEFGRID3
* xyz 1 1
Al 0.104 0.170 0.670
C 1.011 1.121 4.765
C 0.347 0.084 5.418
C -0.371 -0.843 4.691
C -0.422 -0.739 3.305
N 0.242 0.255 2.684
C 0.932 1.168 3.395
C -1.206 -1.617 2.396
C -1.994 -2.653 2.885
C -2.766 -3.395 2.005
C -2.758 -3.088 0.651
C -1.959 -2.055 0.171
C -1.155 -1.305 1.027
H 1.567 1.870 5.311
H 0.385 0.010 6.498
H -0.896 -1.642 5.195
H 1.413 1.950 2.823
H -2.025 -2.889 3.942
H -3.379 -4.207 2.378
H -3.373 -3.657 -0.034
H -1.972 -1.827 -0.888
C 2.035 -5.594 -4.297
C 1.564 -4.226 -3.872
C 1.656 -3.142 -4.743
C 1.205 -1.886 -4.376
C 0.646 -1.713 -3.114
C 0.549 -2.776 -2.219
C 1.009 -4.022 -2.607
S 0.106 -0.104 -2.666
O 0.727 0.803 -3.590
O -1.322 -0.079 -2.504
N 0.690 0.160 -1.171
C 2.023 0.330 -0.873
C 3.150 0.407 -1.699
C 4.370 0.576 -1.085
C 4.469 0.671 0.310
C 3.321 0.590 1.049
N 2.117 0.423 0.472
H 2.908 -5.528 -4.945
H 1.250 -6.106 -4.857
H 2.287 -6.214 -3.438
H 2.095 -3.284 -5.726
H 1.284 -1.042 -5.051
H 0.112 -2.636 -1.236
H 0.939 -4.854 -1.915
H 3.042 0.350 -2.773
H 5.268 0.635 -1.690
H 5.423 0.805 0.799
H 3.335 0.642 2.130
C 0.655 3.841 -1.425
C -0.760 3.266 -1.355
As -1.099 2.384 0.336
C -1.288 3.847 1.590
C -1.940 3.420 2.905
C -2.929 1.731 0.137
C -3.967 2.818 -0.133
H 0.811 4.343 -2.380
H 1.407 3.053 -1.344
H 0.838 4.570 -0.634
H -0.917 2.523 -2.135
H -1.516 4.040 -1.467
H -1.878 4.606 1.079
H -0.295 4.262 1.755
H -2.945 3.026 2.745
H -2.024 4.273 3.580
H -1.362 2.649 3.417
H -3.165 1.156 1.030
H -2.875 1.022 -0.690
H -4.019 3.549 0.676
H -4.957 2.370 -0.233
H -3.757 3.355 -1.059
*
```

Results of the Löwdin charge analysis, in e, for atoms 1 through 6:
1. Al 0.211
2. C -0.035
3. C -0.019
4. C 0.022
5. C -0.167
6. N 0.044